# C45H76INO10S

7 unconnected molecules or ions with the total composition C45H76INO10S (ωB97M-V/def2-TZVPD, the OMol25 dataset).

Values from the calculation:
E_tot: -88795.1561 eV
HOMO energy: -8.73 eV
HOMO-LUMO gap: 7.96 eV
Spin multiplicity: 1
SMILES: CCOCC1=C(I)C(=O)c2c(CCN)c(S)c(CCCCO)c(CC)c2C1=O.C1CCOC1.C1CCOC1.C1CCOC1.C1CCOC1.C1CCOC1.C1CCOC1
LUMO energy: -0.8 eV

Last column: Löwdin charge in e.
Element x y z (Å)
1 I 9.554 7.352 2.902  1.03
2 S 1.448 6.500 2.686  0.85
3 O 7.092 3.268 0.559  0.11
4 O -1.227 -3.390 -2.496  -0.16
5 O 0.045 1.259 3.560  -0.07
6 O 10.184 4.193 1.713  -0.16
7 O -8.176 -10.127 -0.414  -0.16
8 O 6.454 11.660 0.732  -0.16
9 O -5.705 -5.423 0.735  -0.16
10 O -3.341 -0.825 1.416  -0.15
11 O -9.151 -12.094 -4.489  -0.15
12 O 6.766 6.934 4.112  0.05
13 N 5.124 8.703 1.833  0.04
14 C 4.700 8.842 3.228  -0.24
15 C -0.897 -2.107 -4.454  -0.17
16 C -1.789 -3.146 -3.788  -0.20
17 C 8.058 5.143 1.440  -0.15
18 C 4.200 6.348 2.893  -0.16
19 C 1.816 4.092 0.899  -0.18
20 C 6.713 6.359 3.063  -0.40
21 C 5.397 12.623 0.722  -0.21
22 C 5.526 4.759 1.571  0.00
23 C 5.450 5.812 2.497  -0.03
24 C -7.068 -5.769 0.470  -0.20
25 C 3.100 4.671 1.445  -0.17
26 C -10.092 -11.027 -4.364  -0.21
27 C -9.347 -9.752 -4.735  -0.17
28 C -9.216 -12.102 0.371  -0.16
29 C -7.985 -11.633 -5.175  -0.21
30 C 9.340 4.792 0.756  -0.22
31 C 11.435 3.840 1.171  -0.29
32 C -8.213 -11.543 -0.627  -0.19
33 C -5.714 -7.437 -0.510  -0.16
34 C -4.706 -1.177 1.163  -0.20
35 C 7.434 13.792 0.464  -0.17
36 C 4.080 7.544 3.800  -0.16
37 C -4.688 -2.141 -0.015  -0.16
38 C -8.342 -10.273 -5.760  -0.17
39 C -2.476 -1.707 0.690  -0.21
40 C 12.271 3.239 2.284  -0.07
41 C 0.530 1.913 1.203  -0.17
42 C -10.198 -10.940 0.503  -0.17
43 C 4.404 2.999 0.079  -0.18
44 C 3.041 5.752 2.345  -0.43
45 C 6.884 4.294 1.154  -0.26
46 C 1.167 3.111 1.898  -0.19
47 C 7.718 12.327 0.765  -0.20
48 C 0.082 0.822 2.204  -0.24
49 C -7.049 -6.729 -0.710  -0.17
50 C -9.267 -9.738 0.425  -0.21
51 C 0.464 -2.433 -3.843  -0.17
52 C 4.354 4.156 1.043  -0.08
53 C 7.976 6.125 2.330  -0.53
54 C 6.036 13.964 1.053  -0.17
55 C -3.349 -2.840 0.177  -0.17
56 C 0.079 -2.811 -2.419  -0.20
57 C -4.840 -6.304 0.008  -0.20
58 C 4.712 3.455 -1.362  -0.06
59 H -4.690 -1.585 -0.957  0.11
60 H 0.910 -3.289 -4.354  0.11
61 H -5.113 -1.656 2.060  0.12
62 H -1.677 -2.046 1.351  0.12
63 H -2.954 -3.295 -0.730  0.09
64 H -4.044 -6.649 0.668  0.12
65 H 5.776 3.543 -1.529  0.06
66 H -10.890 -10.937 -0.342  0.11
67 H -8.825 -10.394 -6.732  0.11
68 H -8.873 -9.475 1.413  0.12
69 H -7.164 -11.551 -4.454  0.12
70 H -9.675 -13.029 0.032  0.11
71 H 1.943 2.734 2.558  0.12
72 H -4.387 -5.741 -0.816  0.11
73 H 3.982 9.655 3.363  0.10
74 H 0.762 -3.532 -1.970  0.12
75 H 0.433 3.619 2.504  0.09
76 H 8.384 11.863 0.038  0.12
77 H 3.055 7.721 4.071  0.05
78 H -2.820 -2.810 -3.670  0.12
79 H -5.278 -0.269 0.965  0.11
80 H -10.006 -8.976 -5.120  0.11
81 H -0.917 -2.169 -5.540  0.11
82 H 7.409 13.958 -0.615  0.11
83 H -0.867 1.355 3.837  0.08
84 H 4.943 12.634 -0.275  0.12
85 H -8.730 -12.293 1.330  0.11
86 H 11.917 2.246 2.537  0.07
87 H 0.791 -0.001 2.162  0.11
88 H -7.211 -11.952 -0.496  0.12
89 H 4.266 4.435 -1.518  0.08
90 H 1.269 1.468 0.545  0.10
91 H 0.032 -1.927 -1.773  0.11
92 H -5.815 -8.218 0.246  0.11
93 H 11.948 4.724 0.784  0.12
94 H -2.027 -1.145 -0.138  0.11
95 H 12.115 3.857 3.165  0.08
96 H -7.902 -7.406 -0.719  0.09
97 H 1.997 3.561 -0.022  0.09
98 H -10.928 -11.215 -5.046  0.12
99 H 5.346 9.620 1.459  0.05
100 H -7.042 -6.172 -1.650  0.12
101 H 5.572 9.100 3.812  0.10
102 H 11.312 3.115 0.363  0.12
103 H -10.476 -11.008 -3.343  0.11
104 H -0.334 2.225 0.622  0.11
105 H 1.138 4.901 0.658  0.08
106 H 5.148 2.285 0.390  0.10
107 H -8.532 -11.730 -1.659  0.11
108 H 8.152 12.202 1.763  0.12
109 H -7.485 -6.248 1.363  0.12
110 H -5.320 -7.893 -1.417  0.11
111 H 8.177 14.461 0.894  0.11
112 H 1.079 5.772 3.747  -0.10
113 H -10.783 -10.961 1.421  0.11
114 H -7.473 -9.629 -5.889  0.11
115 H 4.361 8.352 1.263  0.08
116 H -1.207 -1.101 -4.163  0.11
117 H -7.706 -12.364 -5.935  0.12
118 H 4.269 2.778 -2.085  0.07
119 H 9.786 5.713 0.376  0.10
120 H -1.792 -4.086 -4.351  0.12
121 H 4.635 12.327 1.445  0.11
122 H -5.536 -2.824 -0.016  0.10
123 H 5.485 14.807 0.641  0.11
124 H 6.100 14.095 2.136  0.11
125 H -0.896 0.425 1.948  0.09
126 H 1.172 -1.607 -3.882  0.11
127 H -3.445 -3.618 0.938  0.11
128 H 13.326 3.249 2.044  0.07
129 H 9.160 4.117 -0.078  0.13
130 H -7.635 -4.859 0.269  0.11
131 H -8.822 -9.355 -3.863  0.11
132 H 3.470 2.462 0.051  0.08
133 H -9.749 -8.857 -0.001  0.11
134 H 4.612 7.318 4.716  0.11

***

# C40H47FN7O2PRb

A molecular structure, C40H47FN7O2PRb (ωB97M-V/def2-TZVPD, the OMol25 dataset).

Values from the calculation:
E_tot: -69432.4138 eV
HOMO energy: -4.09 eV
Relative energy (zero: lowest compared OMol25 entry of this formula, charge and spin): 0.00 kcal/mol
HOMO-LUMO gap: 5.94 eV
Spin multiplicity: 1
Charge: -1
LUMO energy: 1.8 eV

Last column: Löwdin charge in e.
Element x y z (Å)
1 Rb 0.712 0.434 0.519  0.61
2 P 3.577 0.765 -1.470  0.86
3 F 3.531 0.757 6.392  0.00
4 O -6.837 2.138 -0.460  -0.05
5 O -6.779 2.233 1.801  -0.05
6 N -0.570 1.895 -1.802  0.07
7 N -1.719 -2.822 -3.074  -0.18
8 N -0.621 1.487 2.915  0.06
9 N -0.751 -1.355 -1.462  0.13
10 N -1.958 2.010 0.538  0.13
11 N 0.453 -3.156 -2.257  -0.17
12 N -0.133 -2.112 2.196  0.17
13 C 3.453 0.754 5.023  -0.33
14 C -3.007 -2.173 -2.925  -0.07
15 C -1.072 -2.117 2.856  -0.17
16 C -1.765 2.177 2.937  -0.24
17 C 1.563 -2.656 -1.463  -0.09
18 C -1.370 -3.064 -4.466  -0.07
19 C -2.603 2.144 1.697  -0.22
20 C 3.933 2.130 -5.378  -0.10
21 C -1.885 -1.679 5.113  -0.03
22 C 3.431 1.918 2.949  -0.20
23 C 0.142 1.461 4.003  -0.13
24 C -1.810 1.506 -4.243  -0.07
25 C -0.202 2.117 5.181  -0.05
26 C 3.919 0.947 -6.099  -0.11
27 C -6.290 2.179 0.658  -0.69
28 C 3.290 -0.443 4.362  -0.07
29 C 0.290 -4.598 -2.153  -0.07
30 C -2.671 1.989 -0.590  -0.21
31 C 3.879 2.107 -3.988  -0.10
32 C 3.260 0.749 2.182  -0.24
33 C 3.204 -0.420 2.966  -0.21
34 C -2.181 2.870 4.067  -0.01
35 C 3.850 2.486 -0.910  -0.29
36 C -2.852 -3.545 3.715  -0.05
37 C -3.989 2.213 1.781  0.03
38 C -0.699 -2.374 -2.229  -0.45
39 C -2.556 1.664 -3.088  -0.03
40 C -2.282 -2.123 3.702  -0.58
41 C -1.385 2.833 5.203  -0.06
42 C -0.428 1.540 -4.166  -0.05
43 C 3.534 1.949 4.343  -0.07
44 C -3.296 -1.144 3.098  -0.02
45 C -4.739 2.159 0.619  -0.09
46 C 3.771 -0.281 -4.038  -0.11
47 C 3.800 0.902 -3.294  -0.40
48 C 0.136 1.740 -2.916  -0.14
49 C -1.902 1.855 -1.868  -0.23
50 C -4.061 2.065 -0.585  0.05
51 C 5.175 0.012 -0.975  -0.27
52 C 3.841 -0.265 -5.420  -0.10
53 H -1.573 -0.787 -1.645  0.03
54 H 1.171 -5.098 -2.557  0.08
55 H 1.365 -2.724 -0.386  0.08
56 H 5.149 -0.031 0.116  0.02
57 H -4.668 2.050 -1.479  0.10
58 H -3.634 1.631 -3.135  0.11
59 H -2.775 -1.659 5.745  0.09
60 H -2.925 -0.124 3.146  0.06
61 H -3.741 -3.563 4.348  0.09
62 H -3.501 -1.380 2.053  0.10
63 H 3.822 -1.196 -5.972  0.10
64 H 1.760 -1.615 -1.708  0.03
65 H 3.469 2.889 2.452  0.07
66 H -3.135 -3.858 2.710  0.09
67 H -2.127 -4.257 4.109  0.09
68 H -1.447 -0.681 5.098  0.07
69 H 2.446 -3.253 -1.699  0.09
70 H 0.168 -4.910 -1.107  0.09
71 H -2.106 -3.734 -4.914  0.08
72 H 3.055 -1.386 2.482  0.07
73 H -3.297 -2.140 -1.876  0.10
74 H 3.863 2.431 0.181  0.00
75 H -3.009 -1.149 -3.322  0.08
76 H 1.215 1.767 -2.808  0.07
77 H 6.035 0.592 -1.313  0.04
78 H 5.246 -1.003 -1.369  0.03
79 H -0.585 -4.923 -2.709  0.07
80 H 3.016 3.126 -1.209  0.04
81 H 3.895 3.044 -3.446  0.09
82 H 3.229 -1.366 4.928  0.10
83 H -4.516 2.274 2.724  0.12
84 H 3.661 2.875 4.893  0.10
85 H -0.386 -3.518 -4.538  0.08
86 H 0.453 2.069 6.040  0.11
87 H -3.103 3.434 4.050  0.11
88 H 0.201 1.413 -5.037  0.10
89 H -1.685 3.370 6.094  0.10
90 H 1.068 0.897 3.928  0.08
91 H 4.788 2.911 -1.275  0.04
92 H 3.964 0.965 -7.180  0.09
93 H 3.988 3.080 -5.895  0.10
94 H -3.756 -2.751 -3.466  0.09
95 H -4.233 -1.200 3.654  0.10
96 H -1.159 -2.366 5.550  0.09
97 H -1.359 -2.127 -5.040  0.09
98 H -2.308 1.354 -5.193  0.11
99 H 3.677 -1.230 -3.518  0.09

***

# C38H36BiBrCl2NO5P2

A molecular structure, C38H36BiBrCl2NO5P2 (ωB97M-V/def2-TZVPD, the OMol25 dataset).

Values from the calculation:
E_tot: -171220.2848 eV
HOMO energy: -11.09 eV
Relative energy (zero: lowest compared OMol25 entry of this formula, charge and spin): 5.72 kcal/mol
HOMO-LUMO gap: 8.23 eV
Spin multiplicity: 1
Charge: +1
LUMO energy: -2.9 eV

Last column: Löwdin charge in e.
Element x y z (Å)
1 Bi -0.540 0.142 -0.235  1.73
2 Br -4.278 6.877 -0.714  0.75
3 Cl -2.959 0.692 3.987  0.66
4 Cl -1.022 -1.377 4.650  0.66
5 P 0.229 -2.596 0.098  0.98
6 P 2.084 0.546 0.102  0.98
7 O -2.479 -1.330 1.204  -0.03
8 O -2.528 1.514 0.607  -0.13
9 O -0.057 4.068 1.232  0.11
10 O -0.750 -0.148 1.935  -0.28
11 O 0.200 2.233 -0.004  -0.39
12 N -4.488 2.421 1.159  0.21
13 C -3.174 5.417 -1.214  -0.68
14 C -1.398 3.889 -0.713  -0.15
15 C -0.570 -3.748 1.261  -0.37
16 C -2.400 -5.199 1.855  -0.06
17 C 2.857 2.832 -1.349  -0.08
18 C 2.635 1.480 1.558  -0.35
19 C -4.523 0.562 -0.381  0.02
20 C -3.371 4.823 -2.451  -0.12
21 C -1.797 -5.464 3.078  -0.06
22 C 0.000 -3.972 2.513  -0.11
23 C -1.569 3.305 -1.964  -0.05
24 C -1.838 -0.818 2.116  -0.81
25 C 0.035 -2.432 -2.660  -0.14
26 C 2.633 1.458 -1.379  -0.36
27 C 3.337 3.478 -2.477  -0.05
28 C 2.978 -2.188 -0.506  -0.28
29 C -2.196 4.966 -0.347  -0.07
30 C 2.303 2.277 3.797  -0.05
31 C -0.307 -4.249 -4.182  -0.06
32 C 3.294 1.409 -3.698  -0.07
33 C 1.835 1.584 2.691  -0.07
34 C -2.328 -0.911 3.559  -0.98
35 C -0.370 3.400 0.276  -0.56
36 C -0.251 -4.659 -1.809  -0.08
37 C -0.053 -3.300 -1.570  -0.37
38 C -2.556 3.764 -2.822  -0.07
39 C 3.317 -0.853 0.165  -0.30
40 C 3.554 2.871 3.771  -0.06
41 C 3.909 2.049 1.543  -0.09
42 C 4.359 2.753 2.646  -0.06
43 C -3.761 1.514 0.500  -0.54
44 C 3.563 2.768 -3.649  -0.07
45 C -0.078 -2.901 -3.959  -0.07
46 C -0.393 -5.123 -3.107  -0.06
47 C -1.794 -4.342 0.952  -0.11
48 C -0.608 -4.836 3.411  -0.08
49 C 2.832 0.755 -2.566  -0.10
50 C 2.014 -3.046 0.310  -0.31
51 H 5.339 3.212 2.628  0.11
52 H 4.543 1.947 0.671  0.11
53 H 3.511 -1.029 1.225  0.09
54 H 0.852 1.139 2.705  0.08
55 H 2.588 -2.044 -1.516  0.08
56 H 0.015 -2.215 -4.791  0.11
57 H -4.032 3.082 1.768  0.13
58 H 1.683 2.358 4.680  0.11
59 H 3.444 0.856 -4.615  0.11
60 H 3.534 4.541 -2.441  0.11
61 H -0.294 -5.356 -0.981  0.11
62 H -4.547 0.956 -1.399  0.10
63 H -2.251 -6.163 3.768  0.11
64 H -2.028 5.439 0.612  0.12
65 H -4.027 -0.403 -0.388  0.07
66 H 2.636 -0.310 -2.614  0.08
67 H 3.905 3.427 4.629  0.11
68 H -0.914 2.502 -2.280  0.09
69 H 3.912 -2.742 -0.610  0.12
70 H 2.647 3.394 -0.449  0.11
71 H 4.237 -0.456 -0.268  0.10
72 H -2.264 -4.135 -0.001  0.11
73 H -4.132 5.193 -3.124  0.10
74 H 0.210 -1.373 -2.496  0.04
75 H -2.686 3.308 -3.795  0.11
76 H -0.143 -5.021 4.370  0.11
77 H 0.918 -3.480 2.802  0.10
78 H -5.546 0.438 -0.032  0.09
79 H -0.568 -6.176 -3.283  0.11
80 H 3.942 3.275 -4.526  0.11
81 H 2.090 -4.097 0.028  0.10
82 H 2.266 -2.958 1.367  0.07
83 H -3.341 -5.668 1.600  0.11
84 H -0.412 -4.617 -5.194  0.11
85 H -3.134 -1.629 3.648  0.07
86 H -5.489 2.448 1.086  0.12